59
Properties=species:S:1:pos:R:3:forces:R:3 method="wB97M-V/def2-TZVPD" total_energy_ev=-58508.40278 total_charge=-1 homo_energy_ev=-4.671 relative_energy_ev=0.000 fmax_ev_per_a=0.234 spin_multiplicity=1
Mg -0.358981 -0.225494 -0.119479 0.118 0.091 -0.180
C 4.985863 2.780381 -1.220064 0.001 -0.002 -0.008
C 4.042603 2.780803 -2.419171 0.024 -0.003 0.023
N 2.645231 2.855084 -2.053917 -0.031 0.030 -0.017
C 1.943118 1.813250 -1.522034 -0.043 -0.002 0.061
S 0.356678 2.157521 -0.956699 0.019 -0.039 -0.006
N 2.581940 0.660044 -1.520651 0.007 0.001 -0.032
N 1.877565 -0.363176 -0.970231 -0.145 -0.049 0.076
C 2.431631 -1.519771 -1.024937 0.058 0.047 -0.019
C 3.744687 -1.780000 -1.703574 -0.015 -0.009 0.010
C 1.744212 -2.623220 -0.324360 0.024 -0.038 -0.007
C 2.370518 -3.853155 -0.129667 -0.008 -0.037 0.019
C 1.713471 -4.838738 0.586235 0.001 0.008 -0.008
C 0.454755 -4.573645 1.092673 -0.010 0.021 -0.001
C -0.098617 -3.325779 0.848389 0.001 -0.034 0.007
N 0.521017 -2.379522 0.155777 -0.009 0.015 -0.001
H 6.026543 2.711789 -1.546520 -0.001 0.003 0.002
H 4.763757 1.928033 -0.579301 -0.002 -0.002 -0.005
H 4.868076 3.693816 -0.634049 0.003 0.004 0.000
H 4.195156 1.874704 -3.006029 -0.005 -0.001 0.001
H 4.256119 3.633938 -3.067424 -0.005 0.001 -0.004
H 2.205887 3.752396 -1.951262 0.006 0.001 -0.011
H 3.959084 -0.966288 -2.389130 0.002 0.000 -0.005
H 3.718670 -2.724212 -2.249008 0.004 -0.003 0.004
H 4.559429 -1.830548 -0.975019 0.000 -0.010 -0.001
H 3.360744 -4.032787 -0.521157 0.006 0.020 -0.004
H 2.185236 -5.800359 0.747724 0.000 0.000 0.005
H -0.098080 -5.307843 1.661625 0.000 -0.006 -0.003
H -1.083297 -3.072832 1.213526 0.005 0.001 0.002
C -6.029124 3.220698 -0.729814 0.006 0.003 0.003
C -4.757302 2.430076 -0.601717 -0.013 0.010 0.002
C -4.196713 2.149452 0.636356 0.015 -0.015 -0.005
C -3.039020 1.390432 0.705960 -0.022 0.010 -0.008
N -2.423012 0.906391 -0.370278 0.041 0.002 0.049
C -2.949885 1.183862 -1.562871 -0.003 -0.013 -0.006
C -4.103050 1.931340 -1.720841 0.007 -0.005 -0.009
H -6.209593 3.824077 0.159573 -0.003 -0.001 0.001
H -6.882360 2.551246 -0.859430 0.001 -0.001 0.001
H -5.995276 3.881796 -1.596225 0.001 -0.002 -0.001
H -4.649232 2.517898 1.548820 -0.006 0.004 -0.003
H -2.573386 1.160140 1.656008 0.005 0.003 0.009
H -2.423645 0.784911 -2.418902 0.009 0.002 -0.002
H -4.484061 2.119489 -2.717049 -0.003 0.003 0.003
C -0.229014 -0.128391 4.915523 0.009 0.006 0.027
C -1.265258 -0.786241 4.267180 -0.032 -0.015 -0.034
C -1.333615 -0.774758 2.875684 0.036 0.016 0.037
C -0.396060 -0.118881 2.057067 -0.020 0.002 0.034
C 0.626426 0.538085 2.762974 -0.011 -0.012 0.003
C 0.720700 0.537576 4.152278 0.014 0.016 -0.009
H -0.165419 -0.130892 5.998251 0.003 -0.002 -0.001
H -2.021967 -1.308219 4.845816 0.004 0.000 0.003
H -2.169761 -1.299534 2.412497 0.001 0.000 -0.001
H 1.385945 1.083676 2.205976 0.003 0.003 -0.006
H 1.536027 1.061709 4.642187 -0.003 0.000 0.003
F -0.946834 -1.072426 -1.958748 0.026 0.031 0.060
B -1.995056 -2.063346 -1.752406 -0.070 -0.070 0.042
F -3.078154 -1.733225 -2.551584 -0.002 0.012 -0.002
F -1.500723 -3.322289 -2.045655 0.030 0.020 -0.016
F -2.324594 -1.959024 -0.378877 -0.031 -0.015 -0.070